1.
{"formula": "C7H7N2", "method": "ωB97M-V/def2-TZVPD", "e_above_lowest_ev": 6.487, "charge": 1, "multiplicity": 3, "species": ["H", "H", "C", "H", "H", "N", "H", "C", "N", "C", "H", "C", "C", "C", "C", "H"], "xyz": [[-0.870, -2.192, 0.006], [-3.395, -0.009, 0.718], [2.577, 0.375, -0.310], [1.431, 1.629, -1.386], [1.051, 0.001, -2.087], [2.475, 1.001, 0.783], [-2.196, -0.713, 1.989], [-2.356, -0.389, 0.913], [0.190, 1.191, 1.227], [-1.256, -0.021, 0.101], [3.614, -0.089, -0.565], [-1.713, -1.549, -0.248], [1.404, 1.548, 1.197], [-0.085, 0.570, -0.037], [1.271, 0.534, -1.095], [-2.143, -1.887, -1.205]]}

2.
{"formula": "C22H42Cl3N2O4RhSSi", "method": "ωB97M-V/def2-TZVPD", "multiplicity": 5, "species": ["H", "H", "H", "H", "N", "Cl", "C", "C", "H", "O", "C", "C", "S", "C", "H", "H", "H", "H", "C", "C", "C", "C", "H", "H", "H", "H", "H", "C", "H", "H", "H", "N", "C", "H", "H", "Si", "H", "H", "O", "C", "H", "H", "C", "C", "O", "H", "H", "Cl", "H", "Cl", "H", "H", "C", "H", "H", "H", "C", "O", "H", "H", "C", "C", "H", "H", "H", "H", "C", "C", "H", "H", "H", "H", "C", "H", "Rh", "C"], "xyz": [[1.234, -0.943, -8.147], [-0.116, 4.601, -3.140], [-1.349, -1.801, -5.855], [3.057, 1.202, 1.770], [-1.811, -0.020, 1.898], [-0.863, -0.091, -2.371], [0.272, 1.206, -8.025], [1.924, 2.985, -7.884], [3.368, -2.890, -7.654], [1.521, 1.657, -5.566], [2.465, -0.484, -6.499], [2.305, -2.752, -7.525], [1.851, 0.952, -0.248], [-2.757, 0.302, 0.837], [-3.313, -0.592, 0.541], [-1.423, 2.013, -5.394], [-1.310, 0.486, 3.862], [3.042, -1.096, -0.059], [1.951, -1.315, -7.405], [3.478, -0.962, -5.487], [-0.931, 2.942, -5.051], [2.291, 1.019, -6.534], [2.240, -0.880, -1.672], [4.124, 0.591, 0.413], [-1.566, 3.426, -4.267], [3.630, 2.331, 0.463], [1.486, 4.706, -8.913], [3.333, 1.307, 0.714], [1.642, 4.761, -3.457], [-0.223, -1.126, 2.583], [1.242, -1.354, -0.231], [-1.990, -3.782, -2.110], [-2.402, -2.517, -1.777], [3.312, -2.046, -5.261], [0.460, 5.103, -4.771], [-1.417, -1.712, -3.315], [-3.578, -4.253, -3.451], [-0.161, -4.664, -1.725], [0.699, 1.127, 0.693], [-0.431, 1.995, -8.923], [-2.262, -2.209, -0.739], [-1.538, -5.450, -0.930], [-0.928, -1.024, 1.727], [0.008, 3.229, -9.268], [-0.885, -1.773, 0.733], [1.976, -3.312, -6.645], [-2.406, -5.567, -3.074], [2.881, 2.028, -3.378], [-0.921, -3.886, -0.321], [0.460, -2.378, -3.482], [3.417, -0.406, -4.524], [-2.244, 0.708, -0.050], [0.683, 4.500, -3.889], [-1.541, -0.110, -5.214], [-1.342, 1.619, -9.254], [4.503, -0.863, -5.879], [2.124, -0.796, -0.583], [-3.247, -1.882, -2.584], [-3.449, 1.053, 1.245], [2.798, 3.385, -7.327], [-1.821, -1.198, -5.021], [-1.095, -4.501, -1.206], [-0.829, 3.631, -5.903], [1.778, -3.147, -8.390], [3.233, 1.500, -6.244], [-0.120, 0.264, -7.620], [-1.555, 0.989, 2.919], [-2.528, -4.491, -3.256], [-0.595, 3.873, -9.912], [-2.908, -1.238, -5.124], [-1.942, -4.256, -4.158], [-2.458, 1.602, 3.039], [1.166, 3.725, -8.712], [-0.705, 1.627, 2.624], [0.806, 2.570, -4.276], [1.555, 1.666, -7.663]]}

3.
{"formula": "C12H42N12O12", "method": "ωB97M-V/def2-TZVPD", "e_above_lowest_ev": 0.035, "smiles": "NC(N)=O.NC(N)=O.NC(N)=O.NC(N)=O.NC(N)=O.NC(N)=O.OCCO.OCCO.OCCO", "species": ["H", "H", "H", "H", "H", "O", "H", "O", "H", "O", "N", "O", "O", "H", "H", "C", "H", "O", "C", "H", "H", "H", "H", "N", "H", "N", "C", "C", "N", "H", "H", "H", "N", "N", "H", "H", "H", "H", "C", "H", "N", "H", "H", "H", "C", "N", "H", "H", "H", "O", "H", "H", "H", "O", "C", "H", "O", "C", "H", "H", "H", "C", "N", "C", "H", "N", "O", "C", "H", "N", "H", "O", "O", "H", "C", "N", "H", "H"], "xyz": [[-6.617, 1.753, -0.135], [-1.394, -2.366, 1.102], [-4.004, 2.071, 0.572], [0.965, -2.300, 1.716], [-4.710, 3.455, 2.312], [4.618, 1.056, -2.386], [1.925, -4.144, -1.968], [3.721, 0.937, 0.924], [-4.799, 2.974, -2.928], [1.437, -0.896, 2.318], [-0.502, -0.004, 2.804], [-0.813, -4.837, 3.300], [-5.970, 2.328, -0.586], [4.934, -1.606, 2.288], [6.465, -0.367, 1.582], [-1.049, -3.479, 2.870], [-2.184, -3.392, 3.053], [-1.842, 2.394, 2.744], [-0.763, -3.256, 1.423], [3.688, 2.101, -3.964], [0.772, 2.607, -0.584], [2.271, 3.402, -2.540], [-3.322, 4.258, 3.236], [-3.474, 1.679, 1.385], [-4.303, 0.952, -0.637], [-0.185, 2.244, -0.756], [2.703, -2.248, -1.891], [3.133, 2.866, -2.118], [-3.689, 3.662, 2.476], [-0.500, -2.840, 3.501], [6.134, 1.117, 0.687], [0.311, -0.930, -0.486], [-2.679, -2.251, -0.892], [2.718, -2.366, -0.528], [3.235, -1.094, 2.257], [-1.238, -1.032, -2.428], [3.310, -1.742, -0.086], [-0.827, -2.366, -3.446], [4.541, 0.130, 1.372], [2.106, -2.999, 0.016], [2.014, -3.301, -2.516], [3.259, 2.145, -0.281], [-3.527, 1.923, -2.704], [-2.500, -1.330, -0.775], [-2.947, 2.525, 2.266], [0.614, 0.003, -0.772], [-3.639, -2.547, -0.726], [2.286, -3.406, -3.482], [2.150, 1.526, 1.998], [-2.297, -4.010, -2.283], [-1.007, 0.837, 3.007], [-0.030, -5.186, 2.861], [0.511, 2.177, 2.357], [-1.586, 0.432, -0.766], [-0.443, 0.881, -0.723], [1.518, 0.307, -0.408], [2.602, 2.523, -0.860], [3.529, 1.704, -3.003], [-1.274, -4.071, 0.862], [2.672, 1.061, -3.053], [-4.293, 3.852, -0.850], [0.726, 0.143, 2.443], [4.234, -0.963, 2.010], [-2.126, -2.844, -1.982], [-0.916, -0.919, 2.998], [5.859, 0.370, 1.292], [-3.604, 3.418, -1.323], [-5.016, 1.570, -1.287], [4.658, 0.124, -2.587], [-1.210, -2.011, -2.549], [-5.502, 0.838, -1.939], [0.636, -3.104, 1.227], [3.380, -1.429, -2.530], [-1.003, 2.806, -0.432], [-4.278, 2.491, -2.133], [1.195, 1.406, 2.300], [4.063, 3.516, -2.093], [-2.828, 1.071, 0.856]]}

4.
{"formula": "C3H4IN3", "method": "ωB97M-V/def2-TZVPD", "e_above_lowest_ev": 1.727, "smiles": "Nc1ccnn1I", "species": ["N", "C", "C", "N", "H", "H", "N", "H", "I", "C", "H"], "xyz": [[1.593, -1.928, -0.041], [0.281, -2.021, 0.104], [-0.299, -0.747, 0.182], [0.842, 1.499, 0.199], [-1.325, -0.476, 0.305], [-0.186, -2.985, 0.119], [1.843, -0.653, -0.083], [0.019, 1.995, -0.109], [4.153, 0.071, 0.003], [0.775, 0.138, 0.097], [1.711, 1.906, -0.122]]}

5.
{"formula": "C3H14N2O3", "method": "ωB97M-V/def2-TZVPD", "e_above_lowest_ev": 0.609, "charge": -1, "multiplicity": 2, "species": ["H", "N", "H", "H", "C", "H", "H", "H", "N", "O", "O", "H", "H", "C", "H", "H", "H", "H", "O", "H", "C", "H"], "xyz": [[-2.312, -0.691, -1.323], [-1.410, -1.975, 0.079], [-1.256, -1.936, 1.084], [2.091, -2.818, -0.423], [0.406, 1.935, -1.055], [-3.058, -0.654, 0.190], [-0.226, 2.729, -0.671], [2.367, 1.781, -0.924], [-0.044, 0.654, -0.661], [1.567, -2.094, -0.038], [1.681, 2.294, -0.479], [0.481, 2.012, -2.146], [0.056, -0.108, -1.312], [-1.251, 0.499, 0.143], [-0.999, 0.290, 1.202], [-0.479, -1.942, -0.351], [1.879, -2.033, 0.882], [1.069, 0.514, 1.284], [1.199, 0.385, 2.248], [-1.859, 1.408, 0.222], [-2.071, -0.720, -0.257], [2.170, 0.468, 2.306]]}

6.
{"formula": "C3H4AgO3", "method": "ωB97M-V/def2-TZVPD", "e_above_lowest_ev": 1.401, "multiplicity": 2, "species": ["H", "H", "O", "H", "C", "C", "O", "H", "Ag", "C", "O"], "xyz": [[-2.784, -1.335, -1.431], [-0.909, 0.264, -1.315], [1.913, 1.066, 1.336], [-1.703, 0.113, 1.695], [-0.900, -0.250, -0.340], [0.852, 0.802, 0.814], [-0.277, 1.463, 1.105], [-2.244, 1.283, 0.453], [-1.557, -2.298, -0.514], [-1.418, 0.637, 0.771], [0.627, -0.230, 0.029]]}

7.
{"formula": "C49H48N6O6P2ReS2SeSi2", "method": "ωB97M-V/def2-TZVPD", "e_above_lowest_ev": 0.000, "multiplicity": 4, "species": ["H", "H", "H", "H", "Si", "C", "C", "C", "C", "Si", "Se", "C", "C", "C", "H", "H", "C", "H", "C", "C", "H", "O", "H", "C", "H", "S", "H", "H", "C", "C", "H", "H", "H", "H", "H", "H", "O", "S", "C", "N", "H", "C", "C", "H", "C", "C", "C", "H", "P", "C", "C", "C", "H", "C", "C", "H", "C", "C", "C", "H", "C", "H", "C", "O", "O", "C", "H", "C", "O", "H", "H", "N", "C", "H", "H", "H", "H", "C", "H", "C", "C", "C", "H", "C", "C", "H", "C", "H", "H", "C", "O", "N", "H", "C", "C", "H", "C", "N", "N", "H", "C", "H", "H", "C", "H", "H", "C", "C", "H", "Re", "P", "H", "H", "C", "H", "C", "N"], "xyz": [[1.173, -5.759, 4.171], [-3.848, 3.186, 1.074], [-0.047, -4.744, -0.940], [-4.661, -0.710, 0.343], [1.294, -2.908, -1.981], [-5.603, -0.685, -3.873], [-4.385, -0.747, 1.397], [4.260, -1.851, 0.539], [1.594, -2.193, -3.683], [-3.572, 0.862, 1.952], [3.485, 7.192, -2.627], [1.241, -4.906, 3.510], [-0.120, 5.580, -0.115], [4.256, 1.156, -2.064], [-1.698, 2.882, 1.176], [3.799, -2.962, -1.666], [-4.384, 1.375, 3.575], [-4.191, 0.631, 4.349], [3.271, -0.954, 0.494], [-1.054, 4.871, 0.609], [-3.978, 2.325, 3.925], [-1.868, -0.732, -0.740], [1.483, -2.973, -4.435], [2.921, 0.550, -1.574], [0.130, -2.792, 6.959], [-1.611, 1.397, -3.122], [2.805, -3.966, 4.637], [3.061, 4.113, 2.774], [-3.117, 0.473, -3.391], [-0.991, 3.480, 0.619], [1.721, 5.458, 4.357], [6.791, -0.383, -1.285], [1.568, 0.480, 4.621], [-3.577, 2.059, -0.265], [3.165, 1.172, 0.477], [-5.299, -0.906, 1.974], [-1.627, 1.760, -1.680], [-2.333, -1.715, -1.792], [0.105, 4.048, 4.417], [-0.070, 2.805, -0.047], [3.013, -3.938, -0.417], [2.163, -3.901, 3.770], [2.094, 3.758, 3.105], [0.899, -1.399, -3.938], [2.967, -3.636, -1.464], [-0.383, 2.843, 3.941], [0.475, -3.709, 1.581], [-3.777, 2.045, -4.662], [1.490, -1.320, 0.688], [1.597, 2.551, 2.635], [4.184, 2.627, -2.226], [-0.105, -0.579, 3.794], [2.163, 1.960, 1.926], [0.548, 0.057, 1.003], [2.260, -2.811, 2.922], [-0.117, 6.661, -0.144], [0.355, 2.087, 3.035], [1.343, 4.512, 3.993], [3.087, 3.323, -1.896], [-5.143, 2.125, 0.543], [-4.039, 1.099, -4.213], [-1.603, -3.245, 5.253], [0.820, 3.483, -0.766], [-1.622, 2.500, -4.031], [-1.248, -2.050, -2.684], [0.225, -4.453, -1.954], [-0.690, -4.388, -2.529], [-4.682, -1.321, -3.046], [-0.440, 0.492, -3.224], [2.979, -2.029, 3.129], [-4.916, -2.264, -2.574], [3.967, 5.465, -2.664], [0.070, -2.178, 6.070], [-5.462, 1.488, 3.483], [-0.212, -3.608, 0.752], [-0.347, -5.575, 2.231], [5.037, 3.161, -2.627], [5.552, -1.621, -0.124], [4.669, 0.687, -2.958], [1.424, -2.720, 1.813], [-3.444, -0.754, -2.802], [-4.064, 2.182, 0.702], [5.431, 1.514, -0.201], [1.864, 2.654, -1.406], [-5.281, 0.523, -4.454], [-0.480, 4.630, 5.116], [0.853, 4.875, -0.817], [0.843, -5.258, -2.355], [4.103, -2.829, 0.975], [4.931, 0.692, -0.722], [-3.069, -2.793, -1.202], [1.716, 1.366, -1.434], [-1.359, 2.487, 4.249], [1.923, 5.548, -1.550], [0.877, -0.342, 4.750], [1.720, -0.929, 6.632], [-0.904, -2.431, 5.113], [1.968, 6.837, -1.739], [0.980, -1.564, -0.850], [-3.746, -1.619, 1.525], [3.526, 0.366, -0.161], [-5.991, 1.029, -5.095], [-1.827, 5.373, 1.173], [5.846, -0.489, -0.766], [3.127, -4.537, -2.055], [-6.567, -1.140, -4.053], [3.032, 4.786, -2.062], [-0.996, -1.631, 3.987], [6.255, -2.443, -0.133], [-0.041, 0.273, -0.963], [-0.401, 0.545, 2.377], [2.676, -0.388, -2.062], [2.617, -1.817, -3.752], [0.391, -4.808, 2.419], [-1.775, -1.803, 3.256], [0.962, -1.134, 5.887], [-1.917, 0.735, 2.205]]}

8.
{"formula": "C42H46Br2N9Ti", "method": "ωB97M-V/def2-TZVPD", "e_above_lowest_ev": 0.000, "charge": 2, "multiplicity": 2, "species": ["C", "C", "H", "H", "H", "C", "C", "N", "H", "N", "C", "C", "C", "C", "H", "H", "H", "C", "H", "H", "N", "H", "Br", "C", "H", "C", "C", "H", "C", "C", "C", "C", "C", "H", "H", "C", "C", "H", "H", "H", "H", "H", "H", "Ti", "C", "C", "H", "C", "C", "H", "C", "H", "C", "N", "H", "H", "H", "C", "C", "C", "C", "C", "C", "H", "Br", "N", "C", "C", "H", "H", "C", "C", "C", "H", "H", "H", "C", "N", "H", "N", "H", "H", "H", "H", "H", "C", "C", "N", "H", "C", "H", "H", "H", "H", "C", "H", "H", "H", "C", "N"], "xyz": [[1.742, -2.039, -2.778], [1.918, -3.170, 3.940], [-2.583, -2.970, -2.816], [4.992, 0.797, 5.139], [1.790, -2.431, -3.792], [5.555, -2.227, -2.885], [1.457, 1.571, -2.451], [6.416, 1.183, -3.568], [1.652, 1.956, 0.255], [5.356, 1.114, -4.257], [1.825, -0.554, -2.792], [1.350, -1.753, 3.820], [-2.791, -2.481, -0.706], [0.605, -3.834, 0.001], [2.783, 2.241, -4.102], [-0.529, 2.214, 4.625], [-2.739, -0.411, -0.004], [-0.728, -4.015, -0.368], [-1.147, 0.433, -3.023], [-3.977, -1.952, -2.441], [1.723, -0.537, 1.186], [3.391, 0.170, -5.595], [-4.864, 3.747, -3.059], [-0.882, 2.251, 3.605], [8.384, -2.126, -1.001], [2.603, -0.113, 2.248], [6.647, -0.043, -2.974], [4.584, 2.344, 0.954], [4.314, 0.548, 4.335], [-3.469, 2.761, -2.305], [-1.719, 2.261, 0.994], [6.565, -2.619, -2.035], [3.570, 0.886, 2.055], [1.236, -1.489, 5.987], [-3.511, -4.057, 0.621], [3.330, -0.401, 4.521], [2.445, -0.742, 3.499], [-2.355, -1.256, -2.460], [1.025, 2.450, -2.006], [6.574, -3.635, -1.661], [-2.955, 1.706, -4.117], [5.179, 1.946, 2.968], [3.389, 0.071, -0.687], [0.157, 0.134, -0.096], [5.616, -0.908, -3.339], [-2.932, -2.143, -2.196], [0.798, -2.356, -2.340], [4.416, 1.192, 3.113], [-3.307, -1.328, 0.158], [2.718, 3.213, -0.359], [-1.733, 1.143, -2.458], [2.429, -3.493, 3.032], [1.816, -1.800, 0.851], [1.159, 0.290, -2.000], [1.352, -4.596, 0.158], [0.228, -0.362, 5.089], [2.295, 3.161, 1.364], [-2.741, 1.859, -3.069], [7.610, -1.752, -1.657], [-3.638, -3.725, -0.409], [2.309, 1.491, -3.494], [-1.832, 3.180, 3.198], [-3.149, 2.923, -0.960], [2.552, -2.479, -2.195], [-2.539, 4.415, 4.403], [-1.423, 1.270, -1.162], [-2.255, 3.185, 1.871], [-0.378, 1.376, 2.669], [-4.692, -3.491, -0.563], [3.353, -1.425, -4.815], [-1.341, -2.763, -0.395], [3.751, 1.662, 0.768], [0.773, -2.469, 0.190], [8.484, 0.208, -1.862], [4.787, -2.920, -3.204], [-0.251, -2.054, 5.244], [3.520, -0.364, -4.657], [-0.777, 1.372, 1.388], [0.382, 0.657, 2.942], [-0.433, -1.794, -0.072], [2.643, -3.221, 4.753], [0.610, -1.752, 3.016], [-3.255, -1.580, 1.218], [-4.350, -1.121, -0.089], [5.069, 0.241, -0.194], [0.602, -1.388, 5.107], [2.543, 2.555, 0.492], [4.850, -0.151, -4.190], [2.692, -2.368, 1.162], [-2.119, 2.170, -0.426], [-3.389, -4.551, -1.074], [3.236, -0.888, 5.482], [4.359, 1.423, -1.294], [-1.214, -4.956, -0.561], [4.158, 0.797, -0.422], [-2.988, 3.909, 1.554], [-3.713, 3.620, -0.360], [1.123, -3.884, 4.157], [7.676, -0.460, -2.125], [2.525, 0.145, -3.706]]}

Quick rundown of electronic energy, same order as above: -10336.1981 -93947.5463 -55582.0127 -15744.5325 -12459.4668 -13313.2412 -196300.2907 -220902.3222 eV
Quick rundown of strongest force on any atom, same order as above: 6.71 3.91 4.25 3.50 1.07 2.84 0.82 0.55 eV Å⁻¹